DFT (ωB97M-V/def2-TZVPD) results for an isolated ion of composition C9H10Br2N and charge +1 at a distorted geometry.

ORCA input file:
```
! wB97M-V def2-TZVPD RIJCOSX def2/J DEFGRID3
* xyz 1 1
C -2.791 -0.484 -0.208
C -2.601 0.464 0.748
C -1.713 -1.130 -0.937
C -1.312 0.883 0.929
C -0.392 -0.569 -0.816
C -0.270 0.515 0.139
C 0.681 -1.129 -1.648
C 2.048 -0.689 -1.119
C 1.045 1.039 0.413
N 1.562 0.834 1.735
Br 2.878 -1.716 0.219
Br 1.518 2.758 -0.282
H -3.825 -0.809 -0.405
H -3.317 1.088 1.297
H -1.919 -1.782 -1.802
H -1.070 1.479 1.894
H 0.810 -2.250 -1.778
H 0.720 -0.858 -2.709
H 2.742 -0.214 -1.750
H 2.142 -0.055 1.736
H 0.758 0.903 2.466
H 2.306 1.721 1.879
*
```

Computed properties:
HOMO-LUMO gap (spin up / spin down)   7.81 / 8.31 eV
HOMO (spin up / spin down)   -12.31 / -12.50 eV
Relative energy (zero: lowest compared OMol25 entry of this formula, charge and spin)   353.6 kJ/mol
E_LUMO (spin up / spin down)   -4.5 / -4.2 eV



DFT (ωB97M-V/def2-TZVPD) results for a 2-piece molecular cluster, C6H12Si overall at a distorted geometry.

ORCA input file:
```
! wB97M-V def2-TZVPD RIJCOSX def2/J DEFGRID3
* xyz 0 1
C 3.771 -0.059 0.654
C 2.784 -0.173 -0.169
C 1.474 0.226 0.124
C 0.468 -0.200 -0.607
C -2.006 1.558 0.137
C -1.678 0.188 0.354
Si -2.472 -1.340 -0.404
H 4.787 -0.351 0.387
H 3.604 0.571 1.427
H 3.006 -0.660 -1.163
H 1.313 0.806 1.008
H 0.258 -0.893 -1.439
H -2.941 1.792 0.612
H -1.090 2.022 0.506
H -2.136 1.844 -0.923
H -1.199 0.081 1.324
H -1.751 -1.594 -1.595
H -3.924 -1.196 -0.555
H -2.269 -2.623 0.325
*
```

Computed properties:
HOMO-LUMO gap (spin up / spin down)   9.04 / 9.04 eV
HOMO (spin up / spin down)   -8.38 / -8.38 eV
Relative energy (zero: lowest compared OMol25 entry of this formula, charge and spin)   543.4 kJ/mol
E_LUMO (spin up / spin down)   0.7 / 0.7 eV



DFT (ωB97M-V/def2-TZVPD) results for a 2-piece molecular cluster, C7H11NO2Si overall at a distorted geometry.

ORCA input file:
```
! wB97M-V def2-TZVPD RIJCOSX def2/J DEFGRID3
* xyz 0 1
C 0.649 -1.223 -1.459
C 0.104 -0.028 -2.103
C 0.773 -1.317 -0.117
C -0.164 0.927 -1.250
C 1.180 -2.573 0.628
C -1.583 -0.161 1.389
C 0.775 1.505 1.728
N -1.213 2.520 -2.245
O -1.274 2.342 -3.416
O -1.631 3.369 -1.463
Si -0.012 0.295 0.532
H 1.050 -2.021 -2.151
H 0.062 0.103 -3.220
H 0.306 -2.840 1.091
H 2.099 -2.420 1.335
H 1.603 -3.284 -0.200
H -2.244 0.714 1.331
H -2.135 -1.094 1.326
H -1.054 -0.404 2.368
H 1.440 1.161 2.500
H 1.342 2.280 1.183
H -0.072 2.151 2.213
*
```

Computed properties:
HOMO-LUMO gap   8.86 eV
HOMO   -9.08 eV
Relative energy (zero: lowest compared OMol25 entry of this formula, charge and spin)   276.6 kJ/mol
E_LUMO   -0.2 eV



DFT (ωB97M-V/def2-TZVPD) results for C4H6O2 in the gas phase.

ORCA input file:
```
! wB97M-V def2-TZVPD RIJCOSX def2/J DEFGRID3
* xyz 0 1
O 0.742 -2.030 -0.329
C 0.284 -0.797 -0.017
C -0.951 -0.371 0.234
C -0.931 1.116 0.043
O 0.431 1.495 0.239
C 1.254 0.352 0.087
H -0.011 -2.517 -0.694
H -1.813 -0.961 0.512
H -1.579 1.692 0.706
H -1.225 1.343 -0.997
H 1.872 0.223 0.988
H 1.927 0.454 -0.773
*
```

Computed properties:
HOMO-LUMO gap   9.45 eV
SMILES   OC1=CCOC1
HOMO   -8.70 eV
Relative energy (zero: lowest compared OMol25 entry of this formula, charge and spin)   169.5 kJ/mol
E_LUMO   0.8 eV



DFT (ωB97M-V/def2-TZVPD) results for CH3NO in the gas phase at a distorted geometry.

ORCA input file:
```
! wB97M-V def2-TZVPD RIJCOSX def2/J DEFGRID3
* xyz 0 1
C 0.270 -0.151 0.249
N 0.430 0.786 -0.744
O 1.067 -0.466 -1.000
H 0.787 0.007 1.211
H -0.544 -0.838 0.470
H -0.323 1.075 -1.511
*
```

Computed properties:
HOMO-LUMO gap   10.42 eV
SMILES   C1NO1
HOMO   -9.30 eV
Relative energy (zero: lowest compared OMol25 entry of this formula, charge and spin)   368.1 kJ/mol
E_LUMO   1.1 eV



DFT (ωB97M-V/def2-TZVPD) results for C3H5NOS in the gas phase at a distorted geometry.

ORCA input file:
```
! wB97M-V def2-TZVPD RIJCOSX def2/J DEFGRID3
* xyz 0 1
C -1.266 1.070 -0.479
C -0.760 0.513 0.609
C 0.578 -0.239 0.883
S 1.330 -0.437 2.374
N 1.253 -0.597 -0.111
O 0.679 -0.736 -1.362
H -2.319 1.465 -0.558
H -0.626 1.006 -1.360
H -1.238 0.125 1.503
H 2.319 -0.708 -0.243
H 0.048 -1.462 -1.255
*
```

Computed properties:
HOMO-LUMO gap   8.29 eV
SMILES   C=CC(=S)NO
HOMO   -8.42 eV
Relative energy (zero: lowest compared OMol25 entry of this formula, charge and spin)   398.9 kJ/mol
E_LUMO   -0.1 eV



DFT (ωB97M-V/def2-TZVPD) results for C36H40OsP2 as an isolated structure at a distorted geometry.

ORCA input file:
```
! wB97M-V def2-TZVPD RIJCOSX def2/J DEFGRID3
* xyz 2 5
Os -1.628 1.182 -1.007
C -1.824 1.777 -2.911
C -2.269 2.802 -1.969
C -3.758 3.055 -1.761
C -4.442 1.903 -0.994
C -3.456 0.840 -0.527
C -2.940 -0.181 -1.483
C -3.403 -0.193 -2.943
C -2.846 1.001 -3.748
C 0.763 -2.171 2.377
H -0.899 1.996 -3.460
H -1.663 3.714 -1.930
H -4.269 3.271 -2.713
H -3.842 3.977 -1.165
H -4.891 2.308 -0.079
H -5.266 1.449 -1.554
H -3.695 0.440 0.469
H -2.870 -1.194 -1.055
H -4.496 -0.275 -3.029
H -3.025 -1.110 -3.421
H -2.341 0.601 -4.644
H -3.650 1.658 -4.115
H 0.614 -2.265 1.290
H 0.664 -3.159 2.859
H 1.768 -1.764 2.580
P 3.065 -0.388 -1.725
P -0.462 -1.053 3.032
C -0.472 0.278 0.510
C -0.714 0.341 1.847
C 4.362 0.721 -1.245
C 3.969 2.088 -1.267
C 4.877 3.076 -0.932
C 6.168 2.717 -0.523
C 6.538 1.369 -0.413
C 5.636 0.361 -0.755
C 2.778 -0.450 -3.490
C 1.626 -1.173 -3.912
C 1.400 -1.411 -5.258
C 2.283 -0.881 -6.217
C 3.340 -0.055 -5.813
C 3.599 0.164 -4.462
C -0.064 -0.452 4.652
C 1.005 0.451 4.820
C 1.431 0.750 6.111
C 0.781 0.198 7.224
C -0.332 -0.638 7.041
C -0.764 -0.958 5.758
C -2.140 -1.714 3.056
C -2.402 -2.892 2.350
C -3.725 -3.225 2.053
C -4.768 -2.387 2.441
C -4.507 -1.232 3.176
C -3.190 -0.886 3.494
H 0.358 -0.330 0.104
H -1.300 1.183 2.250
H 2.953 2.327 -1.579
H 4.587 4.129 -0.999
H 6.889 3.495 -0.287
H 7.540 1.116 -0.064
H 5.906 -0.696 -0.692
H 0.938 -1.563 -3.160
H 0.543 -2.003 -5.574
H 2.137 -1.119 -7.270
H 3.984 0.408 -6.570
H 4.444 0.787 -4.155
H 1.490 0.892 3.939
H 2.288 1.413 6.256
H 1.109 0.430 8.233
H -0.873 -1.057 7.887
H -1.631 -1.611 5.588
H -1.574 -3.515 2.022
H -3.921 -4.139 1.502
H -5.795 -2.639 2.165
H -5.323 -0.587 3.494
H -2.990 0.031 4.045
C 3.171 -2.079 -1.057
H 3.340 -1.999 0.029
H 3.915 -2.757 -1.513
H 2.163 -2.501 -1.211
*
```

Computed properties:
HOMO-LUMO gap (spin up / spin down)   6.00 / 5.85 eV
HOMO (spin up / spin down)   -10.90 / -13.97 eV
Relative energy (zero: lowest compared OMol25 entry of this formula, charge and spin)   0.0 kJ/mol
E_LUMO (spin up / spin down)   -4.9 / -8.1 eV



DFT (ωB97M-V/def2-TZVPD) results for a 2-piece molecular cluster, C6H11PS overall at a distorted geometry.

ORCA input file:
```
! wB97M-V def2-TZVPD RIJCOSX def2/J DEFGRID3
* xyz 0 1
C -0.286 2.423 -0.749
C -1.095 1.220 -0.850
C -2.095 1.171 0.255
C -2.195 0.012 0.881
C -1.260 -1.032 0.483
S -1.396 -1.824 -1.081
P -0.049 -0.268 -0.593
H 0.004 2.551 0.320
H -0.708 3.338 -1.199
H 0.734 2.287 -1.237
H -1.559 1.211 -1.784
H -2.618 2.087 0.284
H -2.966 -0.048 1.697
H -0.836 -1.719 1.247
C 3.324 -2.312 0.418
H 3.547 -2.141 1.436
H 3.373 -3.307 0.187
H 2.277 -2.038 0.603
H 3.802 -1.612 -0.317
*
```

Computed properties:
HOMO-LUMO gap   9.29 eV
SMILES   C[C@@H]1C=C[C@H]2SP12.C
HOMO   -8.60 eV
Relative energy (zero: lowest compared OMol25 entry of this formula, charge and spin)   122.8 kJ/mol
E_LUMO   0.7 eV



DFT (ωB97M-V/def2-TZVPD) results for S2 in the gas phase.

ORCA input file:
```
! wB97M-V def2-TZVPD RIJCOSX def2/J DEFGRID3
* xyz 0 1
S 0.000 0.000 0.936
S 0.000 0.000 -0.936
*
```

Computed properties:
HOMO-LUMO gap   5.76 eV
HOMO   -8.23 eV
Relative energy (zero: lowest compared OMol25 entry of this formula, charge and spin)   0.2 kJ/mol
E_LUMO   -2.5 eV



DFT (ωB97M-V/def2-TZVPD) results for C8H22ClPdRuSi as an isolated structure at a distorted geometry.

ORCA input file:
```
! wB97M-V def2-TZVPD RIJCOSX def2/J DEFGRID3
* xyz -2 8
Ru 1.709 -0.954 -0.946
Cl 2.771 -2.107 -2.469
C 2.482 0.852 -1.479
C -0.201 -0.753 -1.690
H 2.219 1.020 -2.526
H 2.195 1.736 -0.916
H 3.573 0.700 -1.410
H -0.295 -0.164 -2.595
H -1.185 -0.791 -1.198
H -0.250 -1.838 -1.960
Pd -0.700 0.573 -0.048
C -2.384 -0.637 0.702
C -1.223 2.701 -1.031
H -3.229 -0.074 0.266
H -2.309 -1.620 0.199
H -2.532 -0.802 1.775
H -1.232 2.458 -2.132
H -0.250 3.292 -0.874
C 3.012 -0.112 3.153
Si 1.547 0.024 1.906
C 0.074 -0.079 3.037
C 1.599 1.845 1.387
C 1.677 -1.572 0.927
H 3.187 0.857 3.652
H 3.948 -0.416 2.648
H 2.779 -0.857 3.943
H 0.100 0.798 3.689
H -0.868 -0.089 2.479
H 0.161 -0.985 3.641
H 2.517 2.121 0.850
H 0.725 2.164 0.782
H 1.608 2.435 2.322
H 0.900 -2.339 0.958
H 2.647 -2.135 1.017
*
```

Computed properties:
HOMO-LUMO gap (spin up / spin down)   4.78 / 5.46 eV
HOMO (spin up / spin down)   0.93 / 0.08 eV
Relative energy (zero: lowest compared OMol25 entry of this formula, charge and spin)   136.0 kJ/mol
E_LUMO (spin up / spin down)   5.7 / 5.5 eV



DFT (ωB97M-V/def2-TZVPD) results for C24H27CoNOSi as an isolated structure at a distorted geometry.

ORCA input file:
```
! wB97M-V def2-TZVPD RIJCOSX def2/J DEFGRID3
* xyz 0 4
C 0.413 1.363 0.421
C -0.592 1.215 -0.591
C -1.852 1.053 0.054
H -0.418 1.084 -1.657
C -1.662 1.371 1.424
C -0.278 1.555 1.655
H 0.193 1.878 2.601
H 1.480 1.527 0.249
H -2.797 0.761 -0.417
H -2.489 1.547 2.124
Co -0.536 -0.243 0.893
C -0.999 -1.657 -1.231
H -0.321 -0.822 -1.011
H -0.415 -2.498 -1.635
H -1.737 -1.411 -2.003
Si 0.135 -1.002 -4.006
C 1.738 -1.070 -4.954
C 2.610 0.027 -4.983
H 2.256 1.019 -4.670
C 3.971 -0.156 -5.327
H 4.628 0.713 -5.403
C 4.491 -1.444 -5.552
H 5.570 -1.583 -5.751
C 3.618 -2.552 -5.512
H 4.061 -3.534 -5.697
C 2.252 -2.375 -5.203
H 1.590 -3.252 -5.104
C -1.092 0.273 -4.665
C -0.822 1.024 -5.830
H 0.081 0.773 -6.412
C -1.712 2.039 -6.249
H -1.511 2.596 -7.175
C -2.863 2.358 -5.501
H -3.544 3.168 -5.833
C -3.144 1.597 -4.351
H -4.075 1.833 -3.810
C -2.287 0.554 -3.942
H -2.562 -0.053 -3.064
H 0.698 -0.192 -2.864
H 0.005 -2.508 -4.282
O 0.613 -1.919 0.813
C -0.138 -3.092 1.268
C -0.690 -2.565 2.584
C -0.615 -3.275 3.807
C -0.896 -2.632 5.019
C -1.130 -1.261 5.001
C -1.065 -0.587 3.777
N -0.900 -1.204 2.577
H 1.109 -2.157 -0.015
H 0.555 -3.924 1.483
H -0.909 -3.376 0.529
H -0.241 -4.294 3.797
H -0.897 -3.166 5.975
H -1.329 -0.665 5.893
H -1.127 0.487 3.738
*
```

Computed properties:
HOMO-LUMO gap (spin up / spin down)   6.20 / 6.03 eV
HOMO (spin up / spin down)   -6.25 / -6.14 eV
Relative energy (zero: lowest compared OMol25 entry of this formula, charge and spin)   67.2 kJ/mol
E_LUMO (spin up / spin down)   0.0 / -0.1 eV



DFT (ωB97M-V/def2-TZVPD) results for C3H4O3Pb as an isolated structure at a distorted geometry.

ORCA input file:
```
! wB97M-V def2-TZVPD RIJCOSX def2/J DEFGRID3
* xyz 0 1
O -1.540 0.141 -0.064
C -0.964 0.464 -1.061
O -0.853 0.699 -2.194
C 1.089 -1.717 2.021
C 1.882 -0.800 1.072
O 1.113 0.371 0.725
Pb -0.482 -0.208 1.849
H 0.900 -2.711 1.586
H 1.593 -1.855 2.990
H 2.146 -1.323 0.133
H 2.826 -0.459 1.538
*
```

Computed properties:
HOMO-LUMO gap   7.37 eV
HOMO   -7.64 eV
Relative energy (zero: lowest compared OMol25 entry of this formula, charge and spin)   0.0 kJ/mol
E_LUMO   -0.3 eV



Record-wise DFT total energy values, in Eh: -5551.341289 -525.093947 -767.835062 -306.441734 -169.767378 -645.359752 -2168.407248 -974.692735 -796.320885 -1290.080012 -2732.740178 -535.198913